# 1
This record from the OMol25 dataset describes a structure of composition C37H42AsN4OPRhS at a distorted geometry. The level of theory is wB97M-V/def2-TZVPD.

The geometry in XYZ format:
```
88
C37H42AsN4OPRhS | the OMol25 dataset | wB97M-V/def2-TZVPD
Rh -0.089 0.333 0.238
As -0.032 2.891 0.618
S 1.596 0.363 1.918
P 0.562 -2.906 -0.786
O 0.012 -1.996 0.281
N 1.634 -2.081 -1.716
N -7.565 -0.491 0.105
N -0.581 -3.462 -1.826
N 1.402 -4.208 -0.233
C 3.055 -5.234 1.078
C 2.559 -0.264 -2.875
C -1.160 -2.437 -2.736
C -1.580 2.887 5.083
C 3.276 -1.540 -3.328
C -1.018 7.264 -0.802
C 0.751 -5.396 0.391
C 1.985 -0.685 -1.531
C -0.238 3.145 4.831
C -1.665 -4.375 -1.357
C -6.422 -0.365 0.122
C 2.646 -3.883 0.513
C 4.085 3.870 0.586
C 1.712 -5.822 1.507
C 1.897 2.900 0.869
C -4.401 0.920 -0.426
C -0.428 4.698 0.062
C 2.355 -2.673 -2.860
C -2.221 0.094 0.195
C -2.943 -3.796 -1.965
C -2.453 2.655 4.028
C -0.602 5.715 0.995
C 0.234 3.160 3.525
C -0.556 4.960 -1.300
C 3.908 1.697 1.585
C -0.638 2.915 2.465
C -2.443 -3.090 -3.222
C -3.020 1.070 -0.392
C -1.984 2.665 2.721
C -4.189 -1.187 0.735
C 2.699 3.949 0.458
C -4.985 -0.208 0.143
C -0.895 7.000 0.557
C 4.687 2.747 1.151
C 2.509 1.742 1.418
C -0.848 6.247 -1.732
C -2.808 -1.038 0.751
H 2.244 4.844 0.051
H -5.025 1.676 -0.885
H 4.249 -1.613 -2.840
H -3.150 -2.364 -3.622
H 3.222 0.594 -2.784
H 1.404 -5.375 2.454
H 1.755 -0.009 -3.568
H -0.517 5.511 2.054
H -1.257 8.266 -1.137
H 0.633 -6.179 -0.358
H -2.191 -1.807 1.198
H 1.657 -2.976 -3.643
H 1.086 -0.094 -1.289
H 2.706 -0.533 -0.723
H -2.214 -3.819 -4.003
H 0.441 3.339 5.652
H -1.030 7.795 1.279
H -0.470 -2.203 -3.545
H -1.394 -1.509 -2.198
H -0.948 6.453 -2.790
H 1.733 -6.903 1.635
H 2.455 -3.172 1.327
H -0.234 -5.165 0.798
H -1.945 2.872 6.103
H 2.907 -3.561 -2.552
H 3.390 -3.451 -0.155
H -1.729 -4.405 -0.268
H -0.430 4.162 -2.022
H -3.501 2.461 4.220
H 4.698 4.701 0.260
H -2.587 1.959 -0.831
H -2.672 2.482 1.906
H -3.379 -3.061 -1.283
H 3.501 -5.843 0.288
H -4.654 -2.060 1.175
H -3.688 -4.566 -2.160
H 4.358 0.824 2.040
H -1.474 -5.386 -1.717
H 1.279 3.375 3.341
H 3.437 -1.568 -4.403
H 5.763 2.703 1.259
H 3.769 -5.145 1.895
```

Results
2S+1: 5
Max |F|: 0.0195 Eh/bohr
Orbital gap (alpha / beta): 7.79 / 5.61 eV
Charge: +1
ΔE to the lowest compared entry with this formula, charge and spin: 7.9 kcal/mol
Lowest unoccupied orbital energy (alpha / beta): -2.142 / -5.638 eV

Results of the Löwdin charge analysis, in e, for atoms 1 through 2:
1. Rh 0.6302
2. As 1.2763



# 2
This record from the OMol25 dataset describes the molecule C4H8N2S at a distorted geometry. The level of theory is wB97M-V/def2-TZVPD.

The geometry in XYZ format:
```
15
C4H8N2S | the OMol25 dataset | wB97M-V/def2-TZVPD
S 2.096 -0.499 -0.454
N -2.849 0.253 -0.339
N 0.964 1.657 0.579
C -0.549 -0.203 0.158
C 0.832 0.344 0.174
C -1.513 0.547 -0.424
C -0.758 -1.597 0.633
H -1.675 -1.655 1.298
H -1.238 1.385 -1.091
H 0.099 -2.044 1.155
H 0.155 2.076 1.072
H 1.829 2.160 0.764
H -3.445 0.821 -0.886
H -0.938 -2.181 -0.258
H -3.197 -0.491 0.285
```

Results
Structure (SMILES): C/C(=C\N)C(N)=S
2S+1: 1
Max |F|: 0.0361 Eh/bohr
Orbital gap: 8.29 eV
ΔE to the lowest compared entry with this formula, charge and spin: 24.3 kcal/mol
Lowest unoccupied orbital energy: 0.689 eV

Results of the Löwdin charge analysis, in e, for atoms 1 through 2:
1. S 0.6127
2. N 0.0723



# 3
This record from the OMol25 dataset describes a cluster of 9 separate species, C48H120F6N7O16P2S6 in total at a distorted geometry. The level of theory is wB97M-V/def2-TZVPD.

The geometry in XYZ format:
```
205
C48H120F6N7O16P2S6 | the OMol25 dataset | wB97M-V/def2-TZVPD
S 3.628 -5.886 3.495
S 1.617 4.274 5.778
S 4.610 -1.648 -3.397
S 1.588 -5.451 4.487
S 3.401 4.780 4.338
S 4.534 0.801 -3.477
P -6.789 -9.952 -0.896
P 2.327 9.998 -4.311
F 4.972 -2.844 -2.440
F 0.604 -4.216 4.947
F 4.957 -5.104 3.068
F 4.131 1.923 -2.392
F 4.332 4.151 3.274
F 0.814 2.988 6.259
O 2.238 4.893 6.954
O 4.104 -6.913 4.411
O 3.269 -2.048 -3.823
O 0.487 5.001 5.210
O 3.109 -6.395 2.212
O 5.762 1.329 -4.114
O -2.266 -0.667 -0.469
O -6.909 1.775 3.363
O 4.341 5.223 5.363
O 3.273 0.792 -4.255
O 2.730 5.742 3.442
O 5.671 -1.731 -4.352
O 3.620 -2.164 10.600
O 0.737 -5.922 3.348
O 10.969 -3.583 -0.615
O 1.646 -6.279 5.675
N 4.698 -0.483 -2.321
N 2.797 -4.525 4.218
N 4.894 -0.991 7.186
N 2.713 3.525 4.715
N 1.147 -0.112 1.142
N 9.163 -1.618 0.364
N -6.435 4.544 3.224
C 4.748 9.981 -2.722
C 5.385 9.504 -1.480
C 4.471 -3.164 11.163
C -7.029 0.467 3.787
C -8.082 2.610 3.338
C -7.185 3.724 1.023
C -7.511 -7.119 -1.546
C -5.695 -10.650 0.364
C 4.823 -1.094 8.724
C -2.490 -8.468 -3.169
C -7.761 -5.721 -0.949
C -5.624 -12.668 2.819
C 2.690 12.770 -3.484
C 11.382 -2.185 -0.561
C -6.875 -8.121 -0.526
C -11.536 -10.857 -0.591
C -9.084 -5.560 -0.106
C -4.916 -12.890 1.499
C 3.364 10.063 -5.841
C 10.486 0.245 -0.471
C -3.909 -8.566 -2.584
C -0.399 0.026 1.000
C -5.980 -10.159 -2.509
C 3.284 9.419 -2.890
C 0.997 8.817 -4.560
C 5.926 8.039 -1.537
C -2.305 -1.142 -1.867
C -9.214 -11.011 0.400
C -0.686 1.410 0.420
C 3.584 11.059 -8.130
C 11.956 -4.556 -0.337
C -5.515 -12.231 0.322
C -10.616 -11.654 0.304
C -1.125 6.638 -4.531
C 2.587 10.667 -7.053
C -4.425 -10.026 -2.558
C -1.081 -1.010 0.195
C 4.940 0.292 9.367
C 10.117 -1.235 -0.786
C 4.147 12.469 -7.779
C -8.511 -10.695 -1.019
C 2.013 14.051 -2.906
C 1.685 11.781 -4.016
C 0.149 6.600 -5.471
C 3.681 -1.961 9.166
C 3.001 15.041 -2.324
C -7.631 3.908 2.539
C 1.440 7.444 -5.043
H 5.854 -0.912 6.883
H 1.455 14.539 -3.705
H -3.764 -8.267 -1.546
H 13.035 -4.458 -0.456
H -1.521 7.651 -4.606
H -1.815 -9.124 -2.620
H 5.774 0.840 8.929
H -7.438 0.312 4.786
H -10.517 -12.633 -0.165
H -8.356 -11.562 -1.661
H 3.613 15.515 -3.093
H 1.925 6.959 -4.196
H -1.393 -1.821 0.853
H -4.948 -13.973 1.387
H -4.919 -12.512 -0.545
H 3.995 -4.106 10.892
H -11.111 -11.742 1.272
H -2.561 -8.717 -4.228
H 3.623 9.014 -5.984
H -3.772 -10.778 -2.115
H 6.269 10.066 -1.176
H -0.413 1.615 -0.615
H -5.186 -13.386 3.512
H -8.439 2.826 4.345
H 9.823 0.942 -0.983
H -5.717 3.926 3.575
H 1.410 12.192 -4.987
H -6.451 -12.735 0.079
H -11.721 -9.845 -0.229
H 9.087 -2.610 0.541
H 11.795 -5.464 -0.919
H -1.981 -7.504 -3.140
H -4.710 -10.183 0.358
H 4.435 12.522 -6.729
H -5.464 -11.634 3.125
H -5.848 -7.935 -0.212
H -0.224 2.119 1.107
H 1.353 -0.941 1.681
H -8.641 -11.793 0.897
H -6.798 4.926 4.085
H 11.765 -4.818 0.703
H 4.684 11.065 -2.621
H -1.732 1.699 0.531
H -0.893 6.536 -3.470
H 3.194 11.052 -9.148
H 4.395 10.338 -8.234
H 0.327 8.893 -3.704
H 4.024 0.882 9.353
H -6.034 0.028 3.707
H -6.441 -9.407 -3.150
H -9.154 -4.565 0.333
H 1.888 9.932 -7.450
H -1.902 5.933 -4.826
H 6.705 8.032 -2.300
H 3.611 14.510 -1.593
H 5.116 0.206 10.439
H 2.148 7.421 -5.870
H 0.745 11.775 -3.465
H 5.293 9.867 -3.659
H -11.147 -10.798 -1.608
H 5.214 7.254 -1.792
H -3.146 -0.668 -2.373
H 4.493 -1.849 6.836
H -3.848 -12.711 1.627
H 5.458 -3.287 10.717
H 4.272 -0.303 6.786
H 8.250 -1.319 0.051
H 2.783 9.568 -1.933
H 2.464 15.874 -1.871
H -6.222 -10.473 1.301
H -6.351 -11.122 -2.857
H -6.346 3.047 0.862
H 3.643 -2.930 8.668
H 1.951 11.545 -6.940
H 5.752 -1.651 8.848
H -0.410 -1.490 -0.519
H -8.223 4.814 2.670
H -4.252 -10.257 -3.609
H -8.399 -7.479 -2.067
H -7.879 -5.007 -1.763
H -6.924 -5.377 -0.342
H 9.693 -1.323 -1.786
H -9.989 -5.534 -0.713
H 1.641 -0.136 0.261
H -7.736 -0.077 3.160
H -6.688 -12.891 2.741
H -9.135 -10.005 -1.588
H 4.586 -3.111 12.245
H -0.178 6.792 -6.493
H 11.494 0.349 -0.873
H 3.249 12.270 -2.693
H 1.315 13.793 -2.109
H -8.873 2.198 2.711
H 0.482 9.262 -5.411
H -12.534 -11.290 -0.518
H 4.294 10.572 -5.589
H 11.809 -1.838 0.380
H 4.671 9.556 -0.658
H -6.163 5.283 2.592
H 3.291 13.049 -4.349
H 10.758 0.400 0.573
H 6.524 7.830 -0.650
H -7.465 -8.099 0.390
H -9.320 -6.353 0.604
H -9.182 -10.172 1.095
H -4.640 -7.947 -3.104
H -6.981 4.696 0.573
H 9.280 -1.225 1.287
H 3.312 8.333 -2.973
H 2.728 -1.472 8.965
H -2.313 -2.231 -1.824
H -6.783 -7.127 -2.357
H -0.689 -0.026 2.050
H 0.497 5.567 -5.447
H 1.476 0.708 1.632
H -8.072 3.477 0.440
H 3.484 13.298 -8.026
H 4.901 12.733 -8.521
H 12.003 -2.102 -1.453
H -1.509 -0.786 -2.521
```

Results
2S+1: 1
Max |F|: 0.1844 Eh/bohr
Orbital gap: 7.23 eV
Charge: +3
Lowest unoccupied orbital energy: -5.281 eV

Results of the Löwdin charge analysis, in e, for atoms 1 through 2:
1. S 0.5661
2. S 0.5666



# 4
This record from the OMol25 dataset describes the molecule C4H5FO2 at a distorted geometry. The level of theory is wB97M-V/def2-TZVPD.

The geometry in XYZ format:
```
12
C4H5FO2 | the OMol25 dataset | wB97M-V/def2-TZVPD
F -1.240 -1.432 0.066
O 3.013 -0.078 0.100
O 1.472 -1.651 -0.091
C -1.635 -0.110 0.056
C 0.812 0.789 -0.018
C -0.534 0.886 -0.038
C 1.832 -0.341 0.075
H 0.531 -1.751 -0.106
H -2.241 0.079 0.966
H -1.020 1.861 -0.091
H 1.302 1.761 -0.132
H -2.294 -0.012 -0.788
```

Results
Structure (SMILES): O=C(O)/C=C\CF
2S+1: 1
Max |F|: 0.0325 Eh/bohr
Orbital gap: 10.95 eV
ΔE to the lowest compared entry with this formula, charge and spin: 17.0 kcal/mol
Lowest unoccupied orbital energy: 0.350 eV

Results of the Löwdin charge analysis, in e, for atoms 1 through 2:
1. F -0.0437
2. O 0.0982



# 5
This record from the OMol25 dataset describes a structure of composition C13H28F6NNaO17S6 at a distorted geometry. The level of theory is wB97M-V/def2-TZVPD.

The geometry in XYZ format:
```
72
C13H28F6NNaO17S6 | the OMol25 dataset | wB97M-V/def2-TZVPD
S -1.836 1.638 -2.631
S 2.064 -0.877 2.979
S 3.479 0.402 -2.025
S -1.722 1.245 2.766
S 3.121 2.573 -0.714
S -1.126 -3.402 0.138
Na 0.423 0.023 -0.424
F 1.646 -0.056 -3.986
F 0.690 3.541 -0.560
F 1.634 -1.697 -2.453
F 3.207 -1.561 -3.888
F 1.490 2.884 1.382
F 2.209 4.666 0.594
O 3.396 3.495 -1.844
O -0.931 2.636 3.307
O -2.774 -2.896 0.084
O 3.585 -1.571 3.153
O -2.094 2.661 -1.693
O -0.810 0.485 1.871
O -0.355 -2.270 -0.422
O -3.183 1.524 -3.596
O 4.404 1.149 -2.900
O 4.173 2.327 0.202
O -1.473 0.282 -2.228
O 4.269 -0.569 -1.218
O -0.989 -4.745 -0.428
O 1.166 -1.421 3.965
O -2.443 0.502 3.785
O -2.819 2.205 1.920
O 1.810 -0.764 1.578
N 2.316 1.231 -1.050
C -3.724 -3.764 0.604
C -4.972 -2.863 0.918
C -3.670 0.286 -4.068
C 5.336 -2.899 2.349
C 2.477 0.847 3.559
C -2.341 3.478 1.699
C 1.727 3.506 0.241
C -1.780 3.737 3.104
C 2.376 -0.773 -3.172
C -0.575 2.214 -3.852
C -0.748 -3.429 1.925
C 4.490 -1.664 2.140
C -3.174 0.110 -5.446
H -3.966 -4.513 -0.150
H 4.853 -3.734 1.843
H 5.125 -0.779 2.180
H -5.125 -2.398 -0.057
H -5.905 -3.318 1.249
H -3.128 4.187 1.441
H -2.584 3.795 3.838
H -4.741 0.444 -3.949
H -1.036 -2.497 2.411
H -1.310 -4.277 2.318
H -1.582 3.439 0.918
H -3.524 0.901 -6.111
H 3.089 0.798 4.459
H -3.545 -0.860 -5.776
H -0.983 3.099 -4.340
H 3.234 1.187 2.852
H 6.251 -2.763 1.772
H 3.994 -1.715 1.170
H -2.086 0.109 -5.519
H -3.417 -0.573 -3.446
H 1.689 1.600 3.561
H -3.344 -4.307 1.469
H -1.223 4.669 3.203
H -4.664 -2.064 1.592
H -0.328 1.453 -4.593
H 0.323 -3.609 2.016
H 0.353 2.514 -3.366
H 5.632 -3.217 3.349
```

Results
2S+1: 2
Max |F|: 0.1259 Eh/bohr
Orbital gap (alpha / beta): 10.12 / 4.71 eV
Charge: +1
Lowest unoccupied orbital energy (alpha / beta): -3.287 / -8.689 eV

Results of the Löwdin charge analysis, in e, for atoms 1 through 2:
1. S 0.6634
2. S 0.6867



# 6
This record from the OMol25 dataset describes a cluster of 2 separate species, C3H10N2O2 in total at a distorted geometry. The level of theory is wB97M-V/def2-TZVPD.

The geometry in XYZ format:
```
17
C3H10N2O2 | the OMol25 dataset | wB97M-V/def2-TZVPD
O -0.092 1.862 0.740
O -0.154 -0.564 2.644
N 1.518 0.802 -0.534
N -0.757 0.463 -0.971
C -1.035 -1.033 -1.125
C 0.227 -2.057 -1.078
C 0.230 1.008 -0.144
H 2.249 1.105 0.119
H 1.604 0.633 -1.538
H -1.345 1.154 -1.438
H 0.860 -2.129 -1.926
H 0.850 -1.879 -0.127
H 0.112 0.311 2.417
H -0.224 -2.979 -0.733
H -1.566 -1.139 -1.949
H -1.063 -0.554 2.919
H -1.368 -1.274 -0.183
```

Results
Structure (SMILES): CCNC(N)=O.O
2S+1: 1
Max |F|: 0.1380 Eh/bohr
Orbital gap: 9.79 eV
ΔE to the lowest compared entry with this formula, charge and spin: 46.3 kcal/mol
Lowest unoccupied orbital energy: 0.720 eV

Results of the Löwdin charge analysis, in e, for atoms 1 through 2:
1. O -0.0203
2. O -0.0402



# 7
This record from the OMol25 dataset describes a structure of composition C7H21FO3S2Si2. The level of theory is wB97M-V/def2-TZVPD.

The geometry in XYZ format:
```
36
C7H21FO3S2Si2 | the OMol25 dataset | wB97M-V/def2-TZVPD
S -0.767 -1.347 4.608
S 0.053 0.538 -0.171
Si 1.829 -0.849 2.923
Si 0.037 1.280 1.819
F 3.293 -0.676 3.556
O -0.040 -0.580 -3.853
O -1.073 1.250 -5.921
O 1.225 0.666 2.786
C -0.816 0.578 -3.597
C -1.761 0.898 -4.733
C 0.866 -1.947 4.089
C -0.412 -0.762 6.278
C 1.273 -0.299 -4.299
C -0.043 0.724 6.389
C -0.974 0.195 -6.858
H 1.904 0.030 -3.466
H 1.682 -1.222 -4.706
H 0.354 -1.393 6.725
H -0.167 1.435 -3.389
H -2.428 0.048 -4.914
H -1.932 0.033 -7.366
H -2.376 1.755 -4.446
H -0.751 -0.527 -0.092
H -0.659 -0.737 -6.385
H -0.889 1.303 6.757
H 1.488 -2.148 4.962
H 2.031 -1.491 1.617
H -1.406 0.377 -2.699
H 0.781 0.880 7.084
H 0.228 1.136 5.419
H 0.301 2.720 1.685
H -0.231 0.487 -7.598
H -1.280 1.054 2.431
H -1.324 -0.964 6.839
H 1.279 0.467 -5.077
H 0.703 -2.910 3.602
```

Results
2S+1: 1
Max |F|: 0.0111 Eh/bohr
Orbital gap: 9.09 eV
ΔE to the lowest compared entry with this formula, charge and spin: 2.1 kcal/mol
Lowest unoccupied orbital energy: 0.469 eV

Results of the Löwdin charge analysis, in e, for atoms 1 through 2:
1. S 0.7909
2. S 0.4347



# 8
This record from the OMol25 dataset describes a cluster of 2 separate species, C4H12O3Si in total at a distorted geometry. The level of theory is wB97M-V/def2-TZVPD.

The geometry in XYZ format:
```
20
C4H12O3Si | the OMol25 dataset | wB97M-V/def2-TZVPD
Si -3.811 -0.442 -0.410
O -0.069 0.036 1.182
O -2.502 -1.172 0.191
O -4.022 1.062 -0.697
C 1.897 -1.019 0.408
C 0.873 0.113 0.144
C 1.554 1.531 0.330
C 0.297 -0.018 -1.243
H 1.083 0.108 -2.079
H -1.758 -0.864 0.717
H 1.462 -1.967 0.716
H 2.606 1.448 -0.142
H 1.774 1.827 1.331
H -0.064 -0.952 -1.232
H 2.395 -0.820 1.279
H -0.098 0.842 1.621
H 1.045 2.402 -0.056
H -4.722 -1.569 -0.613
H 2.644 -1.283 -0.298
H -0.585 0.736 -1.150
```

Results
Structure (SMILES): CC(C)(C)O.O=[SiH]O
2S+1: 1
Max |F|: 0.0862 Eh/bohr
Orbital gap: 10.97 eV
ΔE to the lowest compared entry with this formula, charge and spin: 53.7 kcal/mol
Lowest unoccupied orbital energy: 0.518 eV

Results of the Löwdin charge analysis, in e, for atoms 1 through 2:
1. Si 0.4979
2. O -0.0167